Molecular formula: C8H21Br2NO3V
Method: DFT, wB97M-V/def2-TZVPD

Each line ends with the Löwdin spin population.
Atoms and positions in Å:
1 V -0.01828 0.16256 0.40061  2.840
2 Br -0.09804 0.69839 3.04218  0.020
3 Br -0.33145 -0.10776 -2.27191  0.012
4 C 3.05978 -1.05176 -0.22680  0.003
5 O 1.80490 -1.18657 0.39253  0.024
6 C 1.52979 -2.52431 0.76858  0.001
7 C 0.08009 -2.72479 1.21594  0.004
8 N -0.81909 -1.81707 0.51946  0.011
9 C -2.16984 -1.67173 1.07874  0.006
10 C -2.93026 -0.65130 0.27275  0.002
11 O -2.19111 0.56560 0.23983  0.025
12 C -2.91652 1.64034 -0.32677  0.005
13 H 3.18809 -1.77846 -1.03414  0.000
14 H 3.88070 -1.17832 0.48958  0.000
15 H 3.15662 -0.04983 -0.63394  0.000
16 H 2.21655 -2.84128 1.56503  0.000
17 H 1.81469 -3.19497 -0.05590  0.000
18 H 0.04140 -2.52886 2.28860  0.000
19 H -0.21720 -3.76448 1.04625  0.000
20 H -0.91250 -2.15139 -0.43984  0.004
21 H -2.06798 -1.42480 2.13923  0.001
22 H -2.65428 -2.65739 1.13487  0.001
23 H -3.89744 -0.40503 0.71913  0.000
24 H -3.07834 -1.05820 -0.73534  0.000
25 H -3.79624 1.86872 0.28564  0.001
26 H -3.26710 1.37306 -1.32667  0.000
27 H -2.25699 2.50116 -0.34630  0.001
28 C 1.02303 3.39079 -1.80957  0.001
29 C 1.93591 2.46202 -1.00309  0.002
30 O 1.29327 1.95471 0.16805  0.033
31 H 0.26806 3.83827 -1.15689  0.000
32 H 0.43402 2.79008 -2.50356  0.000
33 H 1.60006 4.16525 -2.30742  0.000
34 H 2.84393 2.99126 -0.69596  0.000
35 H 2.28067 1.65855 -1.64961  0.000
36 H 1.17110 2.70752 0.75674  0.002

Results
Maximum force in eV Å⁻¹: 1.5
Multiplicity: 4
DFT total energy in eV: -182044.5019
HOMO-LUMO gap (spin up / spin down) in eV: 8.04 / 9.05

Molecular formula: C4H14N
Method: DFT, wB97M-V/def2-TZVPD

Each line ends with the Mulliken charge.
Atoms and positions in Å:
1 C 1.39629 0.17471 0.61648  -0.168
2 C 0.25387 -0.28174 1.46915  -1.082
3 N 2.68586 0.35625 1.40752  -0.255
4 H 1.58288 -0.55548 -0.18016  0.289
5 H 1.14321 1.13753 0.15632  0.272
6 H -0.50744 -0.78249 0.81743  0.083
7 H -0.18026 0.47226 2.14224  0.464
8 H 3.34729 -0.41719 1.30051  0.359
9 H 3.20044 1.19324 1.11055  0.361
10 H 2.37202 0.37795 2.37912  0.358
11 H 0.38375 -1.05978 2.24825  0.443
12 C -1.68768 0.43890 -2.20159  -0.902
13 C -2.21430 -0.60473 -1.15824  -0.306
14 H -1.56634 1.36543 -1.64720  0.255
15 H -0.68800 0.23589 -2.57010  0.280
16 H -2.51822 0.50935 -2.91002  0.333
17 H -2.17146 -1.55445 -1.69763  0.290
18 H -1.56562 -0.57427 -0.30678  -0.423
19 H -3.26629 -0.43137 -0.97585  0.349

Results
Maximum force in eV Å⁻¹: 2.5
DFT total energy in eV: -5857.6437
Net charge: +1
HOMO-LUMO gap in eV: 10.48

Molecular formula: C6H10N2
Method: DFT, wB97M-V/def2-TZVPD

Each line ends with the Mulliken charge.
Atoms and positions in Å:
1 C 0.74651 0.40599 1.94075  -0.151
2 C 0.69628 -0.33259 -2.68286  -0.789
3 C 0.86650 0.08947 -1.42463  0.158
4 C 1.26353 -0.71486 0.96293  -0.425
5 C 0.51770 -0.68047 -0.30723  -0.602
6 C -2.35766 0.71456 0.46112  -0.639
7 N -0.31171 1.01143 1.70794  -0.290
8 N -0.95289 1.08319 0.58843  -0.135
9 H 1.25030 0.56825 2.96020  0.347
10 H 1.30657 0.08972 -3.47841  0.262
11 H -0.02224 -1.12904 -2.79164  0.248
12 H 1.58862 0.85251 -1.24583  0.298
13 H 2.25929 -0.40473 0.90572  0.357
14 H 1.07337 -1.65861 1.64647  0.248
15 H -0.02979 -1.55343 -0.56773  0.350
16 H -2.56199 0.29435 -0.60271  0.199
17 H -2.41745 -0.26627 1.09276  0.254
18 H -2.91495 1.63054 0.83473  0.310

Results
Maximum force in eV Å⁻¹: 3.6
DFT total energy in eV: -9358.8517
HOMO-LUMO gap (spin up / spin down) in eV: 8.00 / 7.80

Molecular formula: C19H20N3O3PtS2
Method: DFT, wB97M-V/def2-TZVPD

Each line ends with the Löwdin spin population.
Atoms and positions in Å:
1 Pt 0.12620 -0.07650 -0.02700  0.587
2 C -0.72800 4.00570 0.97950  0.039
3 C -0.93610 2.67790 0.29680  0.292
4 N 0.15670 1.84610 0.30410  0.123
5 N 1.25750 2.38200 0.78830  -0.007
6 C 2.31410 1.64770 0.97460  0.143
7 S 2.35130 -0.07740 0.73660  0.135
8 S 3.71010 2.46040 1.64300  0.021
9 C 3.20190 2.49150 3.43670  0.017
10 C 3.26230 1.14850 4.06960  0.001
11 C 4.46800 0.45400 4.12170  0.001
12 C 4.54740 -0.76820 4.75480  0.000
13 C 3.43160 -1.30590 5.37650  0.001
14 C 2.21850 -0.64390 5.29790  0.000
15 C 2.13000 0.56410 4.62640  0.002
16 C -2.16300 2.37810 -0.33010  0.029
17 C -3.15280 3.38880 -0.48090  0.087
18 C -4.38770 3.15620 -1.03440  0.013
19 C -4.74130 1.87370 -1.45480  0.105
20 C -3.81710 0.86040 -1.35600  0.017
21 C -2.51190 1.06900 -0.85870  0.078
22 O -1.70850 0.06730 -0.94170  0.095
23 H 0.00200 3.87520 1.77550  0.003
24 H -1.65720 4.39040 1.38840  0.005
25 H -0.31940 4.73740 0.28110  0.013
26 H 2.19980 2.91590 3.46350  0.000
27 H 3.90790 3.18070 3.89910  0.001
28 H 5.34050 0.88350 3.65430  0.000
29 H 5.48180 -1.31180 4.76520  0.000
30 H 3.51450 -2.23390 5.92340  0.000
31 H 1.34450 -1.07440 5.77020  0.000
32 H 1.18010 1.08030 4.55980  0.000
33 H -2.91370 4.39840 -0.18820  0.007
34 H -5.08650 3.97270 -1.15500  -0.002
35 H -5.71770 1.67460 -1.87240  0.008
36 H -4.04060 -0.13860 -1.70510  -0.002
37 N -0.75800 -0.35790 2.42540  0.159
38 C -1.09870 -1.77690 2.44980  0.004
39 C 0.09790 -2.61150 1.97740  0.005
40 C -0.09710 -3.03220 0.49120  0.002
41 O -0.34160 -4.20650 0.25190  0.000
42 O -0.00150 -2.11170 -0.37280  0.006
43 H -0.01360 -0.17600 3.09190  0.001
44 H -1.55330 0.23350 2.64430  0.002
45 H -1.94190 -1.92100 1.76760  0.000
46 H -1.41040 -2.09790 3.45940  0.004
47 H 0.20690 -3.51490 2.57790  0.000
48 H 1.01510 -2.01920 2.05480  0.004

Results
Maximum force in eV Å⁻¹: 1.9
Multiplicity: 3
DFT total energy in eV: -55558.4836
Net charge: -1
HOMO-LUMO gap (spin up / spin down) in eV: 4.87 / 5.58

Molecular formula: C2H4N2O
Method: DFT, wB97M-V/def2-TZVPD

Each line ends with the Mulliken charge.
Atoms and positions in Å:
1 H 2.28031 -1.24856 -0.05155  0.257
2 N 1.21512 -1.12277 0.01146  -0.445
3 C 0.95727 0.10235 0.01209  -0.088
4 N -0.33568 0.67317 -0.14657  -0.212
5 C -1.46316 -0.05924 -0.04004  0.073
6 O -1.46912 -1.31981 -0.06397  -0.507
7 H 1.59762 0.88881 -0.34220  0.312
8 H -0.37328 1.61580 0.40395  0.302
9 H -2.40910 0.47024 0.21683  0.308

Results
Maximum force in eV Å⁻¹: 5.3
DFT total energy in eV: -7165.2603
HOMO-LUMO gap in eV: 9.99

Molecular formula: C3H2N2
Method: DFT, wB97M-V/def2-TZVPD

Each line ends with the Mulliken charge.
Atoms and positions in Å:
1 N 1.30863 -1.83205 0.82142  -0.313
2 C 0.56248 -1.09447 0.31441  0.250
3 C -0.37399 -0.27278 -0.29392  -0.275
4 C -0.12895 1.45788 0.31849  0.167
5 N 0.20199 2.54683 0.33849  -0.338
6 H -0.18962 -0.04504 -1.38206  0.246
7 H -1.38056 -0.76037 -0.11683  0.262

Results
Maximum force in eV Å⁻¹: 6.0
DFT total energy in eV: -6120.8784
HOMO-LUMO gap in eV: 12.01

Q: Among the records above, which one has the lowest maximum force?
A: C8H21Br2NO3V

Q: The lowest maximum force belongs to which entry?
A: C8H21Br2NO3V

What did the fourth record say?
Molecular formula: C19H20N3O3PtS2
Method: DFT, wB97M-V/def2-TZVPD

Each line ends with the Löwdin spin population.
Atoms and positions in Å:
1 Pt 0.12620 -0.07650 -0.02700  0.587
2 C -0.72800 4.00570 0.97950  0.039
3 C -0.93610 2.67790 0.29680  0.292
4 N 0.15670 1.84610 0.30410  0.123
5 N 1.25750 2.38200 0.78830  -0.007
6 C 2.31410 1.64770 0.97460  0.143
7 S 2.35130 -0.07740 0.73660  0.135
8 S 3.71010 2.46040 1.64300  0.021
9 C 3.20190 2.49150 3.43670  0.017
10 C 3.26230 1.14850 4.06960  0.001
11 C 4.46800 0.45400 4.12170  0.001
12 C 4.54740 -0.76820 4.75480  0.000
13 C 3.43160 -1.30590 5.37650  0.001
14 C 2.21850 -0.64390 5.29790  0.000
15 C 2.13000 0.56410 4.62640  0.002
16 C -2.16300 2.37810 -0.33010  0.029
17 C -3.15280 3.38880 -0.48090  0.087
18 C -4.38770 3.15620 -1.03440  0.013
19 C -4.74130 1.87370 -1.45480  0.105
20 C -3.81710 0.86040 -1.35600  0.017
21 C -2.51190 1.06900 -0.85870  0.078
22 O -1.70850 0.06730 -0.94170  0.095
23 H 0.00200 3.87520 1.77550  0.003
24 H -1.65720 4.39040 1.38840  0.005
25 H -0.31940 4.73740 0.28110  0.013
26 H 2.19980 2.91590 3.46350  0.000
27 H 3.90790 3.18070 3.89910  0.001
28 H 5.34050 0.88350 3.65430  0.000
29 H 5.48180 -1.31180 4.76520  0.000
30 H 3.51450 -2.23390 5.92340  0.000
31 H 1.34450 -1.07440 5.77020  0.000
32 H 1.18010 1.08030 4.55980  0.000
33 H -2.91370 4.39840 -0.18820  0.007
34 H -5.08650 3.97270 -1.15500  -0.002
35 H -5.71770 1.67460 -1.87240  0.008
36 H -4.04060 -0.13860 -1.70510  -0.002
37 N -0.75800 -0.35790 2.42540  0.159
38 C -1.09870 -1.77690 2.44980  0.004
39 C 0.09790 -2.61150 1.97740  0.005
40 C -0.09710 -3.03220 0.49120  0.002
41 O -0.34160 -4.20650 0.25190  0.000
42 O -0.00150 -2.11170 -0.37280  0.006
43 H -0.01360 -0.17600 3.09190  0.001
44 H -1.55330 0.23350 2.64430  0.002
45 H -1.94190 -1.92100 1.76760  0.000
46 H -1.41040 -2.09790 3.45940  0.004
47 H 0.20690 -3.51490 2.57790  0.000
48 H 1.01510 -2.01920 2.05480  0.004

Results
Maximum force in eV Å⁻¹: 1.9
Multiplicity: 3
DFT total energy in eV: -55558.4836
Net charge: -1
HOMO-LUMO gap (spin up / spin down) in eV: 4.87 / 5.58

Q: Which of these has the highest DFT total energy?
A: C4H14N